Entry 1:
C17H20AlCl16O3 as an isolated structure. Source: the OMol25 dataset; level of theory: wB97M-V/def2-TZVPD.

Positions of all 57 atoms, in Å:
C 3.2542 -2.0890 0.1947
C 2.8829 -1.6002 -1.1976
O 3.5351 -0.3501 -1.4398
C 2.7316 0.6796 -1.8243
O 1.7752 0.5119 -2.5394
C 3.1566 2.0126 -1.2847
C 2.1713 2.5304 -0.2018
C 1.5035 1.4650 0.6633
Al 0.3275 2.2727 2.1279
C -1.4797 1.3044 1.9838
O -2.1234 1.7142 0.7595
C -3.2012 1.0498 0.3244
C -3.6788 -0.1591 0.8456
C -4.7980 -0.7614 0.2744
C -5.4618 -0.1959 -0.8084
C -4.9880 1.0147 -1.3242
C -3.8807 1.6281 -0.7601
H 3.1215 -1.2678 0.9029
H 4.2978 -2.4061 0.2312
H 2.6053 -2.9134 0.4967
H 1.8026 -1.4878 -1.2949
H 3.1957 -2.3249 -1.9563
H 4.1826 1.9559 -0.9177
H 3.1534 2.7000 -2.1368
H 2.7424 3.2130 0.4362
H 1.4260 3.1510 -0.7051
H 2.2945 0.8492 1.1186
H 0.9108 0.7811 0.0402
H 0.9465 2.0313 3.6099
H 0.1015 3.8350 1.7599
H -1.2907 0.2250 1.9816
H -2.1126 1.5774 2.8390
H -3.1902 -0.6207 1.6921
H -5.1573 -1.6994 0.6843
H -6.3243 -0.6802 -1.2495
H -5.4787 1.4832 -2.1698
H -3.5129 2.5720 -1.1487
C 2.3855 -1.3628 4.0736
Cl 3.2159 -2.9343 4.0941
Cl 3.5304 -0.1086 3.6216
Cl 1.0463 -1.4360 2.9285
Cl 1.7289 -1.0194 5.6778
C -1.7253 -0.6063 7.8302
Cl -2.4522 0.5994 8.9018
Cl -0.0473 -0.8828 8.3204
Cl -2.6264 -2.1240 7.9645
Cl -1.7699 -0.0285 6.1710
C 3.1726 -2.4490 -6.6109
Cl 4.1121 -1.6172 -7.8608
Cl 1.5968 -1.6745 -6.4502
Cl 2.9486 -4.1414 -7.0854
Cl 4.0331 -2.3758 -5.0794
C -2.9112 0.0340 -5.2883
Cl -3.9844 -1.3621 -5.5000
Cl -3.5145 1.3819 -6.2729
Cl -2.8901 0.5067 -3.5999
Cl -1.2889 -0.4008 -5.8427

- Kohn-Sham gap: 0.25678 Ha
- DFT total energy: -231051.461 eV
- HOMO energy: -5.215 eV
- Multiplicity: 1
- Energy relative to the best compared isomer or geometry (same formula, charge and spin): 0.0 kJ/mol
- Charge: -1

***

Entry 2:
C24H14Cl5F2IrN2O3 as an isolated structure. Source: the OMol25 dataset; level of theory: wB97M-V/def2-TZVPD.

Positions of all 51 atoms, in Å:
Ir -0.8620 -0.6611 0.5893
C -4.4842 0.2060 0.0952
O -3.1227 0.5699 -0.0818
C -2.8278 1.8872 -0.2028
C -3.7597 2.9047 -0.3418
C -3.3517 4.2279 -0.4023
C -2.0008 4.5625 -0.3369
C -1.0585 3.5732 -0.2273
C -1.4415 2.2177 -0.1582
N -0.5182 1.2355 -0.0243
N 0.7461 1.5875 0.0416
C 1.7925 0.8970 -0.3556
C 1.6618 -0.4449 -0.9399
O 0.5266 -1.0200 -0.9939
C 2.8303 -1.0395 -1.4637
C 4.0510 -0.4287 -1.4158
C 4.2208 0.8333 -0.7967
C 5.4698 1.4664 -0.7123
C 5.6041 2.6954 -0.1030
C 4.4926 3.3230 0.4670
C 3.2549 2.7264 0.3972
C 3.0871 1.4867 -0.2461
H -4.8848 0.6549 1.0060
H -4.5006 -0.8767 0.1936
H -5.0896 0.5068 -0.7637
H -4.8132 2.6816 -0.3857
H -4.0947 5.0045 -0.4813
H -1.6988 5.5975 -0.3572
H -0.0056 3.7913 -0.1705
H 2.7047 -2.0009 -1.9349
H 4.9136 -0.9165 -1.8399
H 6.3295 0.9745 -1.1392
H 6.5705 3.1742 -0.0539
H 4.6064 4.2813 0.9500
H 2.3893 3.1803 0.8558
Cl -1.2128 -7.6352 -1.3969
C -0.9878 -6.1483 -0.6125
C -1.7677 -5.0331 -0.9826
Cl -2.9539 -5.2048 -2.2018
C -1.5785 -3.8285 -0.3371
Cl -2.4716 -2.4348 -0.7555
C -0.6337 -3.6652 0.7236
O -0.5260 -2.5837 1.3723
C 0.1578 -4.8143 1.0520
Cl 1.2981 -4.6490 2.3034
C -0.0288 -6.0279 0.4040
Cl 0.8933 -7.3901 0.8636
F -2.8303 -0.4165 2.6071
C -1.5522 0.0094 2.4403
F -1.6011 1.3604 2.5855
H -0.9412 -0.3948 3.2671

- Kohn-Sham gap (spin up / spin down): 0.18644 / 0.17092 Ha
- DFT total energy: -105113.069 eV
- HOMO energy (spin up / spin down): -10.776 / -10.680 eV
- Multiplicity: 2
- Energy relative to the best compared isomer or geometry (same formula, charge and spin): 319.6 kJ/mol
- Charge: +1

***

Entry 3:
A 8-piece molecular cluster, C30H44BBr2O24S4 overall. Source: the OMol25 dataset; level of theory: wB97M-V/def2-TZVPD.

Positions of all 105 atoms, in Å:
O -5.3727 0.8829 1.2732
C -4.3173 0.4022 1.0423
O -3.1368 0.9407 1.2972
B -2.0701 0.0157 0.8966
O -2.7523 -1.0432 0.1478
C -4.0731 -0.9657 0.3490
O -4.8853 -1.7804 0.0390
O -1.2485 -0.4712 2.0241
C 0.0404 -0.4961 1.6388
O 0.9265 -1.0457 2.1861
C 0.1468 0.3157 0.3296
O -1.0941 0.6830 -0.0064
O 1.1406 0.5926 -0.2608
Br 2.6984 -4.0733 -0.7509
C 2.2435 -3.0401 -2.3087
C 2.7109 -1.6337 -2.0925
Br 2.0443 -0.4978 -3.5163
H 1.1723 -3.0213 -2.4786
H 2.7700 -3.4402 -3.1698
H 3.7825 -1.4983 -2.0162
H 2.2462 -1.2410 -1.1901
O -3.4837 3.1656 -3.8387
S -2.8533 1.8948 -4.0002
O -3.2441 0.9992 -5.0248
O -1.2968 2.0849 -4.1345
C -0.8724 2.8666 -5.2575
C 0.5882 2.6049 -5.5613
C -2.9181 1.0291 -2.4681
H -1.0446 3.9432 -5.1116
H -1.5199 2.7049 -6.1309
H 1.2209 3.1230 -4.8375
H 0.7518 2.9432 -6.5870
H 0.9342 1.5730 -5.5280
H -1.9267 0.6801 -2.1977
H -3.6731 0.2521 -2.5657
H -3.3040 1.6846 -1.6869
O 4.5020 -7.2317 3.3014
S 5.2234 -6.2037 3.9776
O 6.5218 -5.7899 3.5434
O 4.3010 -4.9227 4.0711
C 4.0602 -4.2423 2.8028
C 3.3679 -2.9525 3.0485
C 5.2610 -6.5800 5.7042
H 3.5255 -4.9209 2.1415
H 5.0503 -3.9928 2.4085
H 3.2684 -2.4200 2.1049
H 3.8669 -2.3323 3.7907
H 2.3571 -3.0973 3.4398
H 4.2747 -6.4766 6.1436
H 5.9128 -5.8391 6.1584
H 5.6017 -7.6104 5.7358
O 7.1752 5.5981 -0.3773
S 7.2632 4.1850 -0.4077
O 7.9409 3.4471 0.5969
O 5.7795 3.6895 -0.4805
C 5.5416 2.2744 -0.3093
C 4.0849 2.0162 -0.3180
C 7.9360 3.6818 -1.9883
H 6.0935 1.9251 0.5667
H 6.0431 1.6877 -1.0991
H 3.5422 2.2690 -1.2204
H 3.5999 2.4371 0.5667
H 3.8724 0.9532 -0.1410
H 7.9822 4.5528 -2.6314
H 7.2037 3.0192 -2.4465
H 8.8665 3.1843 -1.7508
O -2.9412 -4.2035 -0.2218
S -1.5915 -4.2230 -0.6333
O -0.8236 -5.3997 -0.7679
O -1.4958 -3.5338 -2.0530
C -2.3609 -2.4141 -2.3150
C -1.6478 -1.4432 -3.2354
C -0.6862 -3.0643 0.3247
H -2.6582 -1.9429 -1.3761
H -3.2675 -2.7846 -2.7970
H -0.8838 -0.8549 -2.7157
H -2.3543 -0.7827 -3.7342
H -1.0730 -1.9573 -4.0127
H -0.7066 -3.4124 1.3572
H -1.2362 -2.1221 0.3209
H 0.3258 -3.0140 -0.0655
C 0.2846 3.5903 0.2851
C -0.8485 3.9160 0.8820
C -1.9699 4.5574 0.1367
O -2.8858 5.0976 0.6995
C -1.7999 4.6402 -1.3397
C -0.6534 4.2611 -1.9124
C 0.5365 3.7918 -1.1708
O 1.6462 3.7523 -1.6339
H 1.0399 3.0923 0.8859
H -0.9825 3.7711 1.9466
H -2.6118 4.9848 -1.9671
H -0.5308 4.4724 -2.9717
C -8.4025 1.8385 3.4097
C -8.1019 0.6113 3.0140
C -7.8911 -0.5400 3.9217
O -7.6404 -1.6514 3.5244
C -7.9855 -0.2115 5.3703
C -8.1722 1.0237 5.7855
C -8.4645 2.1465 4.8494
O -8.6413 3.2472 5.2853
H -8.5808 2.6086 2.6726
H -8.1423 0.4517 1.9411
H -7.8907 -1.0541 6.0486
H -8.2611 1.3124 6.8270

- Kohn-Sham gap: 0.31287 Ha
- DFT total energy: -265069.823 eV
- HOMO energy: -8.109 eV
- Multiplicity: 1
- Energy relative to the best compared isomer or geometry (same formula, charge and spin): 0.0 kJ/mol
- Charge: -1

***

no.,strongest force on any atom (eV/A)
1,0.94
2,3.50
3,1.81